(1)
The following is a DFT calculation (wB97M-V/def2-TZVPD) of 2 unconnected molecules or ions with the total composition C4H12N2O at a distorted geometry.

Last column: Mulliken charge in e.
Element x y z (Å)
N1 -1.922 1.404 -0.076  -0.411
C1 -0.578 1.353 -0.399  0.008
C2 0.112 0.325 0.201  -0.784
C3 1.145 -0.596 -0.195  -0.574
C4 0.463 -1.857 -1.010  -0.489
N2 -0.668 -2.520 -0.257  -0.624
H1 -2.290 2.348 0.128  0.212
H2 -2.336 0.740 0.493  0.222
H3 -0.180 2.035 -1.142  0.456
H4 -0.099 0.332 1.341  0.377
H5 2.057 -0.471 -0.871  0.340
H6 1.655 -0.913 0.837  0.209
H7 0.086 -1.374 -1.920  0.251
H8 1.138 -2.722 -1.156  0.387
H9 -1.099 -3.340 -0.817  0.246
H10 -1.508 -1.933 -0.105  0.214
O1 1.428 2.748 1.651  -0.709
H11 0.997 2.211 0.913  0.375
H12 1.597 2.231 2.385  0.296

Values from the calculation:
Energy in eV: -9367.5430
Largest force on an atom in hartree/bohr: 0.0942
Orbital gap in eV: 9.0362
Structure (SMILES): N/C=C/CCN.O

(2)
The following is a DFT calculation (wB97M-V/def2-TZVPD) of 3 unconnected molecules or ions with the total composition C5H16NO2 at a distorted geometry.

Last column: Mulliken charge in e.
Element x y z (Å)
C1 -0.696 0.211 3.064  -0.962
C2 -0.284 1.639 2.447  -0.357
C3 -1.011 1.587 1.009  -0.732
C4 -0.175 1.007 -0.025  -0.186
C5 -0.650 0.024 -0.828  -0.299
N1 0.188 -0.710 -1.786  -0.114
H1 -1.762 0.213 3.260  0.393
H2 -0.481 -0.602 2.375  0.328
H3 -0.002 0.192 3.913  0.336
H4 -0.838 2.400 2.967  0.343
H5 0.802 1.665 2.417  0.402
H6 -2.003 1.157 1.063  0.439
H7 -1.175 2.684 0.850  0.352
H8 0.849 1.331 -0.120  0.487
H9 -1.649 -0.372 -0.820  0.446
H10 0.216 -1.713 -1.505  0.508
H11 -0.266 -0.671 -2.703  0.445
H12 1.182 -0.371 -1.875  0.184
H13 -1.213 -3.806 -2.527  0.326
H14 0.082 -3.653 -3.237  0.323
O1 -0.526 -3.139 -2.677  -0.636
H15 3.346 0.440 -2.520  0.321
H16 3.285 0.305 -0.964  0.305
O2 2.782 0.183 -1.780  -0.652

Values from the calculation:
Energy in eV: -11009.8272
Largest force on an atom in hartree/bohr: 0.0348
Orbital gap (spin up / spin down) in eV: 11.2246 / 6.1553
Charge: +2
Multiplicity: 2
⟨S²⟩: 0.7701

(3)
The following is a DFT calculation (wB97M-V/def2-TZVPD) of 2 unconnected molecules or ions with the total composition C2H9N2S2 at a distorted geometry.

Last column: Mulliken charge in e.
Element x y z (Å)
C1 2.091 -0.871 -0.198  -1.041
C2 0.622 -0.853 -0.100  0.946
N1 0.026 0.315 -0.023  -0.278
N2 -2.292 1.386 -0.224  -0.912
S1 2.963 0.698 -0.037  -0.225
S2 -0.234 -2.301 -0.070  -0.104
H1 2.360 -0.966 -1.175  0.367
H2 2.499 -1.584 0.444  0.542
H3 -1.069 0.515 -0.031  0.338
H4 0.627 1.137 -0.068  0.187
H5 -3.123 0.804 -0.277  0.270
H6 -2.608 2.201 -0.762  0.267
H7 -2.256 1.746 0.741  0.309
H8 2.715 0.623 1.232  0.167
H9 0.809 -2.977 0.090  0.166

Values from the calculation:
Energy in eV: -26863.6559
Largest force on an atom in hartree/bohr: 0.0675
Orbital gap in eV: 9.8594
Charge: +1

(4)
The following is a DFT calculation (wB97M-V/def2-TZVPD) of 2 unconnected molecules or ions with the total composition C4H11NO2 at a distorted geometry.

Last column: Mulliken charge in e.
Element x y z (Å)
C1 0.064 -2.341 -0.567  -1.093
C2 -0.792 -1.301 0.181  0.730
O1 -1.054 -1.562 1.337  -0.625
N1 -0.967 -0.146 -0.526  0.053
C3 -1.942 0.776 0.017  -0.906
C4 -0.593 0.071 -1.939  -0.948
H1 0.964 -1.705 -0.811  0.301
H2 0.421 -3.156 0.064  0.289
H3 -0.380 -2.863 -1.403  0.278
H4 -2.927 0.394 0.263  0.316
H5 -2.123 1.518 -0.789  0.337
H6 -1.573 1.101 0.995  0.275
H7 -1.272 -0.314 -2.721  0.263
H8 -0.590 1.155 -2.043  0.398
H9 0.392 -0.356 -2.083  0.332
O2 4.125 3.410 1.495  -0.636
H10 4.757 3.577 2.205  0.319
H11 4.369 4.160 0.940  0.318

Values from the calculation:
Energy in eV: -9910.8612
Largest force on an atom in hartree/bohr: 0.0614
Orbital gap in eV: 10.0042
Structure (SMILES): CC(=O)N(C)C.O

(5)
The following is a DFT calculation (wB97M-V/def2-TZVPD) of a molecular structure, C19H13AsFN3O10STi.

Last column: Mulliken charge in e.
Element x y z (Å)
Ti1 -2.166 0.871 -0.293  0.700
O1 -3.623 0.261 0.617  -0.682
As1 -0.716 3.277 1.594  0.123
O2 0.784 2.590 1.414  -0.715
O3 -1.853 2.476 0.332  -0.612
C1 -1.510 2.320 3.214  -0.022
C2 -1.945 3.259 4.155  -0.472
C3 -2.469 2.908 5.388  -0.613
C4 -2.585 1.565 5.720  -0.498
C5 -2.177 0.608 4.808  -1.109
C6 -1.644 0.977 3.573  0.975
S1 -1.172 -0.440 2.583  1.330
O4 -2.310 -1.345 2.673  -0.863
O5 0.060 -0.950 3.139  -0.744
O6 -0.964 0.026 1.189  0.656
H1 -3.511 -0.406 1.311  0.335
H2 -1.863 4.312 3.898  0.242
H3 -2.790 3.674 6.086  0.351
H4 -2.997 1.263 6.676  0.347
H5 -2.281 -0.445 5.037  0.366
O7 -2.043 -1.344 -1.004  -0.332
C7 -1.366 -1.819 -1.898  -0.500
C8 -0.325 -1.155 -2.648  1.020
C9 0.264 -1.858 -3.692  -0.480
C10 1.270 -1.281 -4.437  -0.470
C11 1.726 0.020 -4.139  -0.321
C12 1.171 0.719 -3.114  -0.569
C13 0.114 0.171 -2.310  0.215
O8 -0.349 0.839 -1.347  -0.275
N1 1.853 -2.010 -5.533  1.012
O9 2.757 -1.480 -6.170  -0.680
O10 1.424 -3.126 -5.796  -0.671
H6 -1.537 -2.874 -2.186  0.225
H7 -0.060 -2.865 -3.920  0.456
H8 2.528 0.439 -4.728  0.443
H9 1.519 1.708 -2.851  0.465
F1 -2.966 1.155 -1.913  -0.582
N2 2.275 -4.388 -1.310  -0.650
C14 2.428 -3.277 -1.048  0.159
C15 2.624 -1.892 -0.718  0.066
C16 1.836 -1.255 0.238  0.119
C17 2.067 0.086 0.478  -0.223
C18 3.074 0.715 -0.239  -0.571
N3 3.847 0.115 -1.154  -0.677
C19 3.617 -1.171 -1.380  -0.428
H10 1.050 -1.776 0.770  0.706
H11 1.462 0.689 1.148  0.478
H12 3.245 1.774 -0.080  0.518
H13 4.227 -1.661 -2.133  0.454

Values from the calculation:
Energy in eV: -142371.2926
Largest force on an atom in hartree/bohr: 0.0039
Orbital gap in eV: 6.4637
Charge: -2

The ΔE to the lowest compared entry with this formula, charge and spin results, record by record, are as follows: 84.2, 22.0, 25.2, 31.8, 0.9 kcal/mol.